No. 1
Below is a molecular structure, C18H15F3MnN3O2S2 at a distorted geometry, with properties calculated with ωB97M-V/def2-TZVPD.

The value obtained for the molar mass is 481.4 g/mol. The max |F| comes out at 1.32 eV/Å. As for the total charge: +1. Its multiplicity is 2. The value obtained for the energy is -88611.0613 eV.

XYZ file:
```
44
Properties=species:S:1:pos:R:3:forces:R:3
Mn 0.23180 0.61132 0.57478 -0.86 -0.48 -0.67
F 4.38256 -0.86316 -0.60125 -0.01 0.05 0.08
C 4.09338 -0.16119 0.48880 0.09 -0.07 0.00
F 4.79901 0.97011 0.47789 -0.07 -0.04 0.00
F 4.44236 -0.87091 1.56569 -0.05 0.03 -0.04
C 2.59024 0.16066 0.54651 -0.66 0.11 -0.20
O 2.12516 0.94575 1.39557 0.28 0.22 0.40
O 1.78059 -0.35657 -0.27675 -0.07 0.07 -0.22
N -1.12923 0.40714 -0.33892 1.10 0.32 0.65
C -2.09781 0.82304 -1.22112 0.34 -0.27 0.33
C -3.43951 0.53799 -0.95498 -0.14 0.01 -0.11
C -4.40936 0.93339 -1.85679 0.09 0.01 0.01
C -4.04070 1.59094 -3.02529 -0.01 0.02 -0.01
C -2.70409 1.86415 -3.29224 0.02 -0.03 0.03
C -1.72420 1.48435 -2.39285 -0.10 0.14 -0.21
H -3.69095 0.01114 -0.04640 -0.03 0.00 0.00
H -5.45068 0.72422 -1.65926 -0.04 -0.02 0.00
H -4.79906 1.88435 -3.73712 -0.03 0.02 -0.02
H -2.42649 2.36218 -4.21058 0.00 0.02 -0.02
H -0.67818 1.67393 -2.59058 0.03 -0.03 0.03
S -0.19063 -0.06258 2.77399 0.07 0.12 0.06
C -1.77706 -0.69889 2.70091 -0.15 0.01 -0.28
N -2.04716 -1.98188 2.63907 0.11 0.13 0.10
C -3.44956 -2.37032 2.47903 0.06 0.02 -0.04
C -4.25885 -1.17759 2.98924 -0.13 -0.20 0.01
S -3.19882 0.27835 2.74984 0.12 0.04 0.12
H -1.27924 -2.63441 2.55165 -0.05 -0.05 0.01
H -3.65170 -3.27401 3.04979 -0.03 0.02 0.00
H -3.63974 -2.56963 1.42085 0.01 0.02 0.04
H -4.49018 -1.27121 4.04918 0.02 0.03 -0.02
H -5.18457 -1.05440 2.43336 -0.01 0.01 0.01
N 0.09254 2.60587 0.50693 0.02 0.23 -0.07
C 0.01164 3.75052 0.46785 0.05 0.06 0.02
C -0.06489 5.19419 0.41396 0.04 -0.80 0.01
C 0.10478 5.92418 1.58595 -0.01 0.20 -0.06
C 0.04982 7.30607 1.51304 0.01 -0.11 0.05
C -0.16947 7.92983 0.29214 -0.01 0.03 -0.02
C -0.33733 7.18728 -0.86960 0.00 -0.14 0.00
C -0.28612 5.80454 -0.81698 -0.01 0.21 0.02
H 0.28118 5.41908 2.52398 0.01 -0.02 0.04
H 0.18334 7.89153 2.41100 0.00 0.05 0.01
H -0.20921 9.00856 0.24420 0.00 0.05 0.00
H -0.50503 7.67870 -1.81680 0.00 0.05 -0.01
H -0.41123 5.20624 -1.70762 0.00 -0.02 -0.03
```
Forces are in eV/Å.

No. 2
Below is 2 unconnected molecules or ions with the total composition C5H15NO2 at a distorted geometry, with properties calculated with ωB97M-V/def2-TZVPD.

The value obtained for the molar mass is 121.2 g/mol. The max |F| comes out at 3.50 eV/Å. As for the total charge: 0. As for the SMILES: CCCNCCO.O. As for the energy relative to the best compared isomer or geometry (same formula, charge and spin): 61.7 kcal per mole.

XYZ file:
```
23
Properties=species:S:1:pos:R:3:forces:R:3
C -2.10315 0.28718 1.21442 0.99 0.90 -1.58
C -2.15337 0.27200 -0.33024 -0.40 0.98 -0.06
C -0.77572 0.82428 -1.01832 -2.13 -2.60 -0.98
N 0.28325 1.29817 -0.17382 0.84 0.06 1.19
C 1.04680 0.22071 0.49507 0.82 -1.41 -0.62
C 2.46701 0.02060 -0.03709 -0.23 0.97 -1.81
O 3.35724 1.10520 0.25479 0.04 0.79 0.34
H -2.97821 -0.13850 1.65313 -0.12 -1.01 0.48
H -1.08975 -0.07383 1.43845 -0.91 -0.33 0.99
H -2.15916 1.33871 1.53451 0.29 -0.16 -0.11
H -3.06838 0.81628 -0.60959 0.59 1.12 -0.05
H -2.52271 -0.61277 -0.84904 0.94 -1.05 0.56
H -0.35217 -0.13519 -1.53800 -0.57 1.95 0.61
H -1.21492 1.47389 -1.81756 1.37 0.05 0.63
H 0.11162 2.04376 0.52381 -0.47 -0.75 -1.05
H 1.31458 0.41716 1.49535 -0.84 0.60 1.73
H 0.59965 -0.82193 0.43825 0.02 1.42 0.10
H 2.97588 -0.92078 0.29934 -0.66 0.95 -0.24
H 2.26731 0.03522 -1.11461 0.73 -0.61 -0.30
H 3.09458 2.00843 -0.06944 -0.23 -1.80 0.18
O 0.64161 -3.32628 -0.42236 -1.60 1.47 0.20
H 0.01912 -2.60994 -0.08325 1.24 -1.44 -0.47
H 0.23889 -3.52239 -1.28380 0.31 -0.11 0.24
```
Forces are in eV/Å.

No. 3
Below is 9 unconnected molecules or ions with the total composition C29H46BrCl25IN2O11P4 at a distorted geometry, with properties calculated with ωB97M-V/def2-TZVPD.

The value obtained for the molar mass is 1815.7 g/mol. The max |F| comes out at 6.12 eV/Å. As for the total charge: +1. The value obtained for the energy is -484670.5884 eV.

XYZ file:
```
119
Properties=species:S:1:pos:R:3:forces:R:3
C 2.84252 3.62508 1.35090 -1.12 -0.96 -0.87
C 2.62736 2.05362 1.65327 2.24 3.55 0.72
O 1.48655 1.71162 0.89907 -0.29 -1.40 -1.08
C 0.90043 0.39305 1.00048 -0.31 0.82 3.56
Cl 2.10473 -0.62860 1.98019 -0.28 -0.30 -1.65
C -0.32181 0.63805 2.03659 -0.86 0.27 -1.19
P 0.25656 0.41274 3.87018 1.27 -0.32 2.36
O 0.42413 2.00979 4.50040 -1.38 -1.44 -0.88
O -0.98195 -0.23012 4.83254 -0.18 2.02 -1.75
C -1.58215 -0.20082 1.63435 0.40 0.09 1.55
Br -2.97132 1.15834 1.07452 0.42 -0.63 0.06
C -1.39895 -1.44658 0.68436 -1.84 0.05 0.79
C -2.90015 -1.95294 0.39526 -0.69 0.09 -0.94
P -3.99588 -2.37614 1.83605 -3.36 -3.16 1.86
O -3.72062 -3.60054 2.64401 0.73 1.94 -1.19
O -4.42623 -1.13284 2.86983 0.53 -0.81 -2.36
O -5.47598 -2.75329 1.06300 2.37 1.90 0.56
P -0.73088 -2.95070 1.66857 3.36 -3.73 2.20
O 0.74380 -3.22267 1.57611 -1.52 1.35 -0.81
O -1.01428 -2.76429 3.32112 -0.58 0.18 -2.58
O -1.42482 -4.38822 1.09900 0.03 2.88 0.94
N -0.57224 -1.18430 -0.55453 2.76 -1.91 3.65
I -1.84890 -0.22950 -2.14321 -2.56 3.69 -4.15
C -0.24311 -2.47823 -1.24595 -0.12 -2.16 -0.56
C -0.14142 -2.56700 -2.82383 0.74 -1.23 -0.57
O 0.71137 -3.76935 -3.06337 1.20 1.12 -0.36
C 1.91866 -3.35496 -3.66022 0.19 0.01 -0.60
O 2.08540 -3.23019 -4.84683 -0.54 -0.27 1.59
C 0.54277 -0.20616 -0.41604 3.37 -0.10 0.62
C 1.94496 -0.77301 -0.97789 0.69 -0.55 -0.54
C 3.20974 0.16568 -0.93283 0.97 -0.12 -1.14
C 4.17205 -0.18660 -2.16804 0.04 0.00 0.55
C 5.29645 0.91542 -2.33736 0.33 -1.33 -0.46
N 4.86902 2.07208 -3.14826 -0.44 2.18 0.23
C 4.77856 3.35783 -2.60082 -1.37 3.40 -1.34
C 4.31390 4.39178 -3.55929 0.89 -5.13 -0.39
C 4.16661 3.55653 -4.81656 0.58 -0.92 2.04
C 4.50643 2.15645 -4.51105 -0.57 2.80 -0.13
P 0.22766 1.29254 -1.56360 -3.01 -2.21 -0.28
C -0.60255 2.78540 -0.95503 -0.13 2.07 -0.04
C 1.16163 1.39122 -3.13709 0.42 0.68 -0.68
H 1.93130 4.19935 1.68715 1.13 -0.48 -0.06
H 2.85250 3.72468 0.22091 0.32 0.09 1.19
H 3.79249 4.00070 1.80510 -0.93 -0.31 -0.37
H 3.61665 1.62372 1.31463 -1.49 -0.27 0.44
H 2.53356 2.04809 2.77918 -0.27 -0.80 -1.25
H -0.59961 1.73524 2.01853 0.50 -1.27 -0.33
H -0.28941 2.17635 5.14578 0.41 0.17 -0.26
H -1.76483 0.35772 4.75842 -0.01 -0.63 0.32
H -2.00805 -0.58397 2.61010 0.15 0.19 -1.30
H -2.94556 -2.89025 -0.23983 0.17 0.89 0.98
H -3.56362 -1.23687 -0.15818 0.97 -0.26 0.45
H -5.02426 -0.55355 2.35503 0.36 0.09 0.63
H -5.88836 -1.91635 0.77720 -0.18 -0.50 -0.20
H -0.30145 -3.24551 3.78801 -0.15 0.44 -0.39
H -1.56704 -4.94398 1.89289 -0.29 0.10 -0.33
H -1.05795 -3.25205 -1.07326 0.67 1.31 0.30
H 0.64813 -3.03152 -0.84574 -0.69 1.06 -0.13
H 0.41728 -1.76593 -3.36280 -1.16 -0.12 0.53
H -1.08883 -2.88882 -3.34393 0.94 1.02 0.68
H 2.76111 -3.09641 -2.94465 -0.92 -0.50 -0.30
H 1.88260 -1.05268 -2.06775 -0.53 0.30 1.15
H 2.24052 -1.73160 -0.45300 -0.71 1.13 -0.32
H 3.83989 -0.04682 -0.02102 -1.00 0.57 -0.82
H 3.00048 1.27237 -1.04784 0.06 -1.19 0.53
H 3.58804 -0.31976 -3.12350 0.61 0.28 0.84
H 4.68109 -1.17425 -1.96135 -0.52 0.98 -0.22
H 6.19020 0.43256 -2.83409 -0.95 0.57 0.43
H 5.65010 1.23313 -1.31632 -0.49 0.07 -1.15
H 4.98042 3.74133 -1.57303 0.14 -1.51 -0.70
H 4.13504 5.48773 -3.38071 0.34 -1.72 -0.20
H 3.86084 3.96533 -5.80896 0.37 -0.73 1.04
H 4.50553 1.29552 -5.21646 0.13 0.79 0.95
H -0.63223 2.97184 0.15148 0.34 -0.74 -1.06
H -0.09995 3.69559 -1.40227 -0.32 -1.08 0.55
H -1.67217 2.83710 -1.32727 1.26 -0.48 0.22
H 2.16081 1.88332 -2.97484 -0.84 -0.45 -0.30
H 1.26887 0.38954 -3.64816 -0.11 1.00 0.93
H 0.57695 2.02948 -3.86933 0.45 -0.54 1.06
C 0.60735 -7.21394 2.64962 0.12 -0.14 -0.37
Cl 1.97586 -6.96975 1.56039 -0.06 0.02 0.16
Cl 0.19634 -5.68521 3.46802 0.45 -0.42 0.18
Cl -0.76738 -7.86731 1.75527 0.33 0.06 -0.15
H 0.89722 -7.93635 3.40673 -0.08 0.16 -0.01
C -0.08785 -1.25924 7.88139 0.08 -0.06 -0.03
Cl -0.31829 -2.87037 7.18909 -0.06 0.07 0.05
Cl 0.07976 -1.35578 9.63863 -0.06 0.02 -0.10
Cl 1.32158 -0.47150 7.16325 -0.05 0.00 0.10
H -0.96528 -0.66203 7.65419 0.10 -0.10 0.00
C -2.58767 5.89414 -3.10970 0.00 0.26 0.13
Cl -2.03799 7.51069 -2.64884 -0.10 -0.23 -0.10
Cl -1.20155 4.82221 -3.36202 -0.11 0.23 -0.39
Cl -3.67349 5.23151 -1.87982 0.06 -0.04 -0.09
H -3.13475 5.96815 -4.04460 0.08 -0.03 0.11
C -6.73524 0.93782 -1.41051 -0.09 0.21 -0.39
Cl -5.39523 0.58002 -2.50275 -0.08 -0.02 0.12
Cl -6.32587 0.49201 0.25734 -0.20 0.05 0.07
Cl -7.16703 2.64509 -1.50172 0.05 -0.22 0.09
H -7.59543 0.35034 -1.71733 0.11 0.03 0.10
C 2.46942 7.45955 -5.24293 0.08 -0.08 -0.05
Cl 4.21422 7.48129 -4.97326 -0.05 0.25 -0.18
Cl 2.01383 6.07213 -6.23864 -0.08 0.12 -0.01
Cl 1.60999 7.42645 -3.70343 -0.07 0.04 0.04
H 2.18933 8.36526 -5.77200 0.04 -0.11 0.06
C -0.25712 5.23779 -9.96240 0.03 0.06 0.08
Cl -1.81129 5.35947 -9.12807 0.06 -0.02 -0.07
Cl 0.70219 6.69925 -9.70728 -0.07 -0.09 -0.09
Cl 0.63075 3.80854 -9.41728 -0.04 0.05 -0.05
H -0.44805 5.13581 -11.02616 0.02 0.00 0.13
C -2.44916 -4.31187 10.71042 -0.03 -0.07 0.04
Cl -3.55150 -3.29391 11.64521 0.09 -0.01 -0.07
Cl -1.69416 -5.52721 11.74777 -0.01 0.10 -0.08
Cl -3.30114 -5.08225 9.36636 0.08 0.07 0.02
H -1.66685 -3.67998 10.30034 -0.09 -0.08 0.04
C -3.93549 -7.75196 4.17869 -0.04 -0.03 0.13
Cl -2.38498 -6.90379 4.26338 -0.69 -0.03 0.38
Cl -3.81946 -9.16420 3.12039 -0.03 0.09 0.03
Cl -4.47264 -8.22916 5.79329 0.01 0.05 -0.11
H -4.67204 -7.07222 3.76081 0.12 -0.05 0.04
```
Forces are in eV/Å.

No. 4
Below is 2 unconnected molecules or ions with the total composition C5H14N3 at a distorted geometry, with properties calculated with ωB97M-V/def2-TZVPD.

The value obtained for the molar mass is 116.2 g/mol. The max |F| comes out at 3.94 eV/Å. As for the total charge: +1. As for the energy relative to the best compared isomer or geometry (same formula, charge and spin): 112.5 kcal per mole.

XYZ file:
```
22
Properties=species:S:1:pos:R:3:forces:R:3
C 3.33699 1.10324 -0.15305 -0.02 1.47 -0.72
C 3.74319 2.06699 -0.94226 0.77 -1.65 -0.64
C -1.68260 -1.87318 0.70336 -0.73 0.01 3.04
C -1.13061 0.48901 1.08091 -0.08 -1.13 0.62
C -0.31273 -0.49705 -0.86964 1.41 -1.65 -0.02
N 2.75973 0.36889 0.64227 1.34 -1.15 0.79
N -2.71679 -0.18409 -0.47995 -0.93 0.02 -3.83
N -1.46607 -0.50896 0.08144 0.15 -2.46 -0.83
H 3.44272 3.03604 -0.80265 -1.11 2.21 1.29
H 4.41739 2.14789 -1.78547 0.06 -1.37 -0.05
H -0.29788 0.44107 -1.37943 0.38 0.96 0.21
H -0.95373 -2.13364 1.48491 0.62 0.55 -0.72
H -2.56037 -1.70685 1.37926 0.28 -0.33 -1.07
H -1.80462 -2.79204 0.12129 -0.08 0.94 -0.82
H -0.87813 1.34074 0.53426 0.12 1.76 -0.42
H -1.87313 0.60036 1.84813 -0.39 0.07 0.10
H -0.24336 0.04192 1.41288 1.45 0.21 1.47
H -0.44080 -1.19709 -1.69247 -0.41 -0.49 0.30
H 0.65872 -0.79235 -0.32048 -1.53 0.92 -0.84
H 3.43836 0.09240 1.40833 -1.16 0.45 -0.66
H -2.59083 0.76835 -0.88981 -0.35 -0.71 0.42
H -2.84548 -0.81165 -1.38184 0.21 1.39 2.36
```
Forces are in eV/Å.

No. 5
Below is 3 unconnected molecules or ions with the total composition C4H15N2O2 at a distorted geometry, with properties calculated with ωB97M-V/def2-TZVPD.

The value obtained for the molar mass is 123.2 g/mol. The max |F| comes out at 1.83 eV/Å. As for the total charge: +1. As for the energy relative to the best compared isomer or geometry (same formula, charge and spin): 28.9 kcal per mole.

XYZ file:
```
23
Properties=species:S:1:pos:R:3:forces:R:3
C -2.21304 1.24594 0.80995 -0.37 0.49 -0.54
C -0.81504 0.68894 1.01077 0.20 -0.41 0.86
C -0.23887 -0.23104 -0.02248 0.33 -0.32 -0.20
C -0.97422 -0.77059 -1.00272 -0.36 0.05 -0.30
N -0.39448 -1.52377 -2.14133 1.06 0.72 1.31
N 1.07706 -0.54097 0.16920 0.07 0.40 -0.07
H -2.93210 0.89138 1.54340 0.07 -0.17 -0.02
H -2.60959 1.05609 -0.18945 0.00 -0.23 0.11
H -2.23067 2.33319 0.85972 0.20 0.04 0.25
H -0.76996 0.10298 1.93536 -0.17 0.01 0.04
H -0.08734 1.47630 1.22550 -0.01 0.11 -0.34
H -2.03571 -0.69873 -1.06430 -0.30 0.20 0.00
H -1.00461 -1.38332 -2.93708 0.09 -0.40 -0.31
H 0.56822 -1.16543 -2.33972 -0.56 -0.18 -0.39
H -0.20447 -2.50167 -1.91769 -0.55 -0.26 -0.33
H 1.58347 -1.21025 -0.37968 -0.02 -0.09 -0.05
H 1.62497 0.04136 0.77662 0.01 -0.02 0.03
H 2.60128 -2.43224 -3.15452 0.15 0.15 0.01
H 2.97956 -1.04870 -2.54051 0.08 -0.18 -0.18
O 2.27098 -1.69952 -2.62061 0.07 0.11 0.16
H 1.17189 3.02940 4.51985 -0.08 0.02 0.03
H 1.73052 2.00409 3.55142 0.06 0.00 0.08
O 0.90216 2.33655 3.90830 0.04 -0.04 -0.15
```
Forces are in eV/Å.

> The lowest max |F| belongs to which entry?

C18H15F3MnN3O2S2

> max |F| of number 4 (C5H14N3)?

3.94 eV/Å